Record 1
{
  "formula": "C51H60FN10O3Ti",
  "method": "ωB97M-V/def2-TZVPD",
  "orbital_gap_ev": [4.66, 7.59],
  "homo_energy_ev": [-2.3, -5.2],
  "relative_energy_ev": 1.393,
  "total_charge": -1,
  "spin_multiplicity": 3,
  "e_lumo_ev": [2.37, 2.37],
  "s_squared": 2.04,
  "symbols": ["Ti", "C", "C", "C", "C", "C", "C", "C", "N", "C", "N", "C", "C", "C", "C", "C", "C", "C", "N", "C", "C", "C", "C", "C", "C", "C", "H", "H", "H", "H", "H", "H", "H", "H", "H", "H", "H", "H", "H", "H", "H", "H", "H", "H", "H", "H", "H", "H", "N", "C", "C", "C", "C", "N", "H", "H", "H", "H", "H", "H", "H", "H", "H", "H", "H", "H", "C", "C", "C", "C", "C", "C", "C", "F", "C", "C", "C", "O", "C", "C", "N", "C", "C", "O", "O", "H", "H", "H", "H", "H", "H", "H", "H", "H", "H", "H", "C", "C", "C", "C", "C", "C", "H", "H", "H", "H", "H", "C", "C", "C", "C", "N", "C", "N", "N", "N", "H", "H", "H", "H", "H", "H", "H", "H", "H", "H"],
  "positions_angstrom": [[-0.426, -0.341, 0.020], [4.236, -2.727, 0.672], [4.266, -3.447, 1.987], [5.193, -4.446, 2.209], [5.336, -5.054, 3.458], [4.524, -4.638, 4.505], [3.565, -3.673, 4.299], [3.403, -3.072, 3.036], [2.459, -2.046, 2.897], [1.496, -1.924, 1.912], [1.274, -3.058, 1.199], [0.686, -3.251, -0.065], [0.122, -2.180, -0.780], [-0.336, -2.483, -2.066], [-0.280, -3.764, -2.599], [0.237, -4.799, -1.843], [0.733, -4.564, -0.572], [1.276, -5.718, 0.234], [0.809, -0.822, 1.776], [1.204, 0.290, 2.553], [2.365, 0.988, 2.204], [2.761, 2.118, 2.888], [2.014, 2.572, 3.963], [0.899, 1.855, 4.357], [0.483, 0.711, 3.684], [-0.666, -0.083, 4.232], [5.237, -2.696, 0.242], [3.883, -1.709, 0.826], [3.574, -3.213, -0.047], [5.851, -4.734, 1.401], [6.093, -5.808, 3.614], [4.648, -5.073, 5.487], [2.931, -3.347, 5.112], [2.328, -1.443, 3.699], [1.767, -3.859, 1.573], [-0.743, -1.688, -2.682], [-0.653, -3.959, -3.595], [0.252, -5.806, -2.241], [1.114, -6.651, -0.304], [0.766, -5.797, 1.195], [2.348, -5.624, 0.423], [2.945, 0.633, 1.364], [3.645, 2.649, 2.572], [2.304, 3.468, 4.495], [0.339, 2.184, 5.223], [-1.592, 0.488, 4.176], [-0.480, -0.324, 5.280], [-0.796, -1.003, 3.665], [-0.508, 0.422, -4.016], [0.417, 1.391, -4.576], [1.749, 1.327, -3.829], [2.444, -0.022, -4.023], [3.433, -0.331, -2.900], [2.736, -0.379, -1.629], [-1.410, 0.485, -4.478], [-0.668, 0.619, -3.025], [0.033, 2.427, -4.546], [0.572, 1.134, -5.631], [1.558, 1.460, -2.763], [2.395, 2.139, -4.169], [2.966, -0.047, -4.985], [1.674, -0.795, -4.025], [4.187, 0.464, -2.830], [3.966, -1.275, -3.135], [3.337, -0.756, -0.907], [1.894, -0.956, -1.690], [-2.185, 6.201, 1.583], [-0.779, 6.185, 0.988], [0.223, 6.702, 2.024], [1.589, 6.843, 1.373], [1.961, 5.534, 0.733], [3.317, 5.258, 0.492], [3.671, 4.035, -0.037], [4.993, 3.806, -0.305], [2.749, 3.039, -0.262], [1.391, 3.289, 0.016], [0.425, 2.247, -0.116], [0.784, 1.003, -0.194], [-0.945, 2.662, -0.236], [-1.284, 3.953, 0.075], [-0.370, 4.855, 0.575], [0.988, 4.584, 0.445], [-1.930, 1.750, -0.880], [-3.048, 2.159, -1.226], [-1.520, 0.552, -1.141], [-2.368, 7.173, 2.039], [-2.279, 5.433, 2.348], [-2.945, 6.035, 0.826], [-0.749, 6.864, 0.117], [0.288, 5.986, 2.846], [-0.117, 7.659, 2.425], [2.338, 7.103, 2.127], [1.573, 7.658, 0.638], [4.074, 5.995, 0.711], [3.035, 2.074, -0.644], [-2.293, 4.286, -0.092], [-4.259, -1.212, 2.912], [-3.935, 0.105, 2.637], [-2.804, 0.401, 1.885], [-1.967, -0.593, 1.368], [-2.309, -1.914, 1.698], [-3.425, -2.222, 2.457], [-5.161, -1.452, 3.464], [-4.571, 0.903, 3.007], [-2.575, 1.451, 1.697], [-1.696, -2.735, 1.329], [-3.655, -3.256, 2.688], [-5.716, -2.948, -4.650], [-6.028, -1.495, -4.302], [-4.959, -0.554, -4.850], [-6.178, -1.319, -2.777], [-4.991, -1.683, -2.064], [-3.951, -0.933, -1.613], [-3.065, -1.741, -1.085], [-3.551, -2.971, -1.206], [-4.690, -2.967, -1.781], [-5.595, -3.062, -5.725], [-6.520, -3.601, -4.319], [-4.799, -3.273, -4.163], [-6.993, -1.227, -4.749], [-3.989, -0.773, -4.408], [-5.211, 0.482, -4.635], [-4.876, -0.669, -5.928], [-6.986, -1.963, -2.417], [-6.415, -0.277, -2.542], [-3.885, 0.137, -1.661]],
  "forces_ev_per_a": [[0.44, -2.82, 1.86], [0.04, -0.09, 0.00], [-0.47, 0.46, 0.01], [0.26, -0.52, 0.65], [-0.18, 0.34, -0.37], [0.33, -0.28, 0.02], [-0.27, 0.45, -0.61], [0.48, -0.55, 0.49], [0.05, 0.05, 0.30], [-0.73, 0.62, 0.03], [0.44, -0.21, 0.66], [-0.31, 0.13, -0.97], [0.63, -1.28, 0.00], [0.11, -0.22, -0.13], [0.00, 0.20, -0.12], [-0.04, 0.11, 0.03], [0.08, -0.05, 0.23], [-0.06, 0.14, -0.08], [1.02, -1.40, 0.00], [0.37, 0.48, 0.61], [-0.12, -0.14, -0.01], [0.09, 0.02, 0.06], [-0.07, -0.02, 0.01], [0.15, 0.19, -0.01], [0.03, -0.37, -0.25], [0.02, -0.02, 0.03], [0.00, 0.04, -0.02], [0.01, 0.05, -0.08], [-0.05, 0.07, -0.06], [0.05, 0.00, -0.09], [0.03, -0.08, 0.00], [-0.03, -0.03, 0.06], [-0.10, -0.01, 0.05], [0.01, 0.01, -0.21], [-0.17, 0.15, -0.11], [-0.04, -0.07, 0.06], [-0.04, 0.00, -0.09], [0.03, -0.08, 0.01], [0.04, -0.02, 0.03], [0.01, -0.07, 0.14], [0.10, -0.03, 0.07], [-0.05, 0.01, -0.15], [0.10, 0.08, -0.06], [0.03, 0.04, 0.03], [-0.11, -0.02, 0.07], [-0.02, -0.14, 0.00], [0.02, -0.03, 0.08], [-0.16, 0.04, 0.11], [-0.26, 0.01, 0.20], [0.16, 0.31, -0.06], [-0.16, -0.22, -0.26], [0.17, 0.18, 0.31], [0.20, -0.25, -0.27], [0.14, -0.16, -0.07], [0.03, -0.01, 0.10], [-0.06, -0.09, -0.29], [0.09, -0.15, 0.00], [0.05, 0.07, -0.02], [-0.01, 0.14, 0.06], [0.04, 0.07, 0.09], [-0.06, -0.05, -0.03], [0.02, -0.13, -0.08], [0.04, -0.06, -0.14], [-0.09, 0.25, -0.06], [-0.18, -0.03, -0.04], [0.33, 0.10, 0.15], [0.17, -0.02, -0.24], [-0.19, 0.38, 0.40], [0.12, 0.17, -0.31], [-0.12, 0.01, 0.09], [0.03, 0.05, -0.06], [0.09, -0.29, -0.12], [0.02, 0.24, 0.12], [-0.29, -0.04, 0.04], [-0.01, 0.16, 0.01], [0.12, -0.15, -0.07], [-0.50, 1.37, 0.13], [1.69, 1.54, -0.38], [0.52, 0.46, 0.05], [-0.11, -0.55, -0.21], [-0.42, -0.29, 0.14], [0.86, -0.12, -0.19], [-1.28, 0.82, -0.72], [0.52, -0.14, 0.30], [-1.71, 1.79, -1.98], [-0.01, 0.06, -0.01], [-0.02, -0.09, 0.08], [-0.15, -0.02, 0.00], [0.00, -0.07, 0.09], [-0.10, -0.04, 0.05], [-0.07, -0.05, -0.03], [0.02, 0.02, -0.06], [0.01, -0.04, 0.05], [0.08, 0.08, 0.03], [0.03, -0.26, -0.06], [-0.09, 0.03, 0.04], [-0.17, -0.02, 0.15], [-0.11, 0.20, 0.00], [0.00, -0.03, -0.11], [-1.08, 0.19, 0.92], [0.08, 0.03, 0.19], [0.08, -0.19, 0.00], [0.02, 0.00, 0.08], [0.00, 0.02, -0.03], [-0.07, -0.05, -0.01], [-0.07, 0.02, 0.00], [-0.04, -0.07, -0.04], [-0.10, 0.19, -0.04], [0.18, -0.03, 0.14], [-0.26, -0.08, 0.03], [-0.58, -0.04, -0.54], [1.39, 0.14, 0.87], [-0.56, -0.53, -0.19], [0.05, 0.55, -0.25], [-0.10, -0.57, 0.05], [-0.71, -0.18, -0.24], [-0.01, -0.02, -0.13], [-0.04, -0.14, 0.04], [0.04, -0.06, -0.04], [0.04, 0.02, 0.11], [0.15, -0.01, 0.03], [0.06, 0.16, 0.02], [0.06, 0.01, -0.12], [0.07, 0.14, 0.03], [0.05, -0.13, 0.06], [0.06, 0.35, -0.02]],
  "lowdin_charge": [0.86, -0.03, -0.22, -0.05, -0.09, -0.10, -0.02, -0.20, 0.14, -0.33, 0.15, -0.22, -0.17, -0.14, -0.10, -0.07, -0.23, -0.05, 0.07, -0.23, -0.03, -0.08, -0.09, -0.06, -0.20, -0.03, 0.09, 0.07, 0.08, 0.11, 0.09, 0.10, 0.11, 0.15, 0.11, 0.07, 0.09, 0.10, 0.07, 0.08, 0.07, 0.11, 0.10, 0.09, 0.11, 0.08, 0.08, 0.07, 0.01, -0.30, -0.20, -0.21, -0.29, 0.02, 0.07, 0.05, 0.10, 0.10, 0.09, 0.11, 0.11, 0.10, 0.11, 0.10, 0.04, 0.05, -0.05, -0.33, -0.16, -0.15, -0.17, 0.00, -0.28, 0.02, 0.03, -0.06, -0.27, -0.18, -0.05, 0.01, 0.00, -0.08, -0.57, 0.02, -0.17, 0.07, 0.09, 0.07, 0.16, 0.13, 0.11, 0.11, 0.12, 0.11, 0.11, 0.12, -0.13, -0.12, -0.14, -0.24, -0.16, -0.11, 0.08, 0.09, 0.09, 0.09, 0.09, -0.09, -0.41, -0.07, -0.13, -0.11, -0.08, 0.05, 0.00, 0.04, 0.07, 0.07, 0.06, 0.13, 0.07, 0.08, 0.07, 0.12, 0.13, 0.11]
}

***

Record 2
{
  "formula": "C51H62N2P3S2SbSi3V",
  "method": "ωB97M-V/def2-TZVPD",
  "orbital_gap_ev": [6.77, 6.61],
  "homo_energy_ev": [-6.5, -6.7],
  "relative_energy_ev": 1.229,
  "spin_multiplicity": 4,
  "e_lumo_ev": [0.31, -0.13],
  "s_squared": 3.81,
  "symbols": ["V", "S", "P", "C", "P", "S", "C", "C", "C", "C", "C", "C", "C", "C", "C", "C", "C", "C", "C", "C", "C", "C", "C", "C", "C", "C", "C", "C", "C", "C", "H", "H", "H", "H", "H", "H", "H", "H", "H", "H", "H", "H", "H", "H", "H", "H", "H", "H", "H", "H", "N", "P", "C", "C", "C", "C", "C", "C", "C", "C", "C", "C", "C", "C", "C", "C", "C", "C", "C", "N", "H", "H", "H", "H", "H", "H", "H", "H", "H", "H", "H", "H", "H", "H", "H", "C", "Si", "C", "C", "Sb", "Si", "C", "C", "C", "Si", "C", "C", "C", "H", "H", "H", "H", "H", "H", "H", "H", "H", "H", "H", "H", "H", "H", "H", "H", "H", "H", "H", "H", "H", "H", "H", "H", "H", "H", "H"],
  "positions_angstrom": [[-0.168, -0.475, -0.218], [-0.074, -2.829, -0.870], [1.580, -2.517, 0.296], [1.563, -0.841, 0.643], [2.142, -0.084, 2.150], [-1.628, -0.634, 1.518], [3.115, -1.330, 3.086], [4.455, -1.618, 2.849], [5.130, -2.545, 3.624], [4.470, -3.206, 4.650], [3.129, -2.941, 4.888], [2.462, -2.008, 4.112], [3.533, 0.997, 1.633], [4.325, 1.593, 2.615], [5.361, 2.442, 2.279], [5.627, 2.724, 0.944], [4.840, 2.151, -0.041], [3.798, 1.301, 0.302], [3.041, -3.034, -0.662], [3.070, -4.250, -1.340], [4.179, -4.605, -2.084], [5.271, -3.746, -2.164], [5.244, -2.532, -1.501], [4.129, -2.178, -0.752], [1.467, -3.740, 1.632], [2.496, -4.626, 1.918], [2.335, -5.585, 2.906], [1.153, -5.652, 3.623], [0.129, -4.750, 3.352], [0.281, -3.803, 2.359], [4.990, -1.093, 2.066], [6.175, -2.750, 3.430], [4.997, -3.928, 5.258], [2.600, -3.464, 5.673], [1.412, -1.817, 4.287], [4.130, 1.379, 3.660], [5.965, 2.885, 3.058], [6.442, 3.383, 0.679], [5.035, 2.362, -1.084], [3.180, 0.854, -0.471], [2.215, -4.913, -1.292], [4.195, -5.550, -2.611], [6.137, -4.027, -2.747], [6.086, -1.855, -1.565], [4.094, -1.223, -0.247], [3.433, -4.574, 1.378], [3.142, -6.272, 3.120], [1.026, -6.400, 4.392], [-0.795, -4.794, 3.912], [-0.523, -3.105, 2.143], [-1.854, 0.891, -2.646], [-1.476, 1.824, -1.210], [-2.814, 3.066, -1.278], [-3.550, 3.305, -2.435], [-4.503, 4.309, -2.468], [-4.731, 5.087, -1.343], [-4.007, 4.849, -0.185], [-3.058, 3.840, -0.147], [-0.117, 2.844, -1.894], [-0.140, 3.329, -3.200], [0.909, 4.094, -3.677], [1.983, 4.391, -2.846], [2.005, 3.915, -1.546], [0.959, 3.136, -1.070], [-0.870, 0.038, -3.111], [-0.968, -0.597, -4.354], [0.142, -1.248, -4.837], [1.328, -1.248, -4.099], [1.307, -0.675, -2.854], [0.217, -0.076, -2.344], [-2.812, 0.597, -2.794], [-3.367, 2.721, -3.328], [-5.064, 4.486, -3.374], [-5.476, 5.870, -1.364], [-4.193, 5.435, 0.704], [-2.513, 3.658, 0.771], [-0.977, 3.103, -3.846], [0.888, 4.465, -4.692], [2.802, 4.992, -3.214], [2.840, 4.134, -0.896], [0.983, 2.760, -0.048], [-1.883, -0.523, -4.924], [0.099, -1.736, -5.800], [2.225, -1.726, -4.459], [2.164, -0.708, -2.191], [-4.381, 3.277, 3.566], [-3.731, 1.647, 2.874], [-4.705, 1.277, 1.309], [-4.063, 0.273, 4.110], [-1.198, 1.614, 2.384], [-0.316, 1.815, 4.784], [-1.560, 2.927, 5.653], [1.232, 2.856, 4.558], [0.013, 0.338, 5.878], [-0.390, 5.971, 0.868], [-0.571, 6.470, -0.940], [-1.494, 7.027, 1.969], [1.387, 6.150, 1.450], [-5.443, 3.351, 3.335], [-3.892, 4.151, 3.140], [-4.268, 3.332, 4.646], [-5.674, 0.873, 1.602], [-4.201, 0.528, 0.699], [-4.878, 2.167, 0.708], [-5.134, 0.203, 4.304], [-3.559, 0.454, 5.058], [-3.718, -0.684, 3.724], [-1.921, 3.715, 4.995], [-1.068, 3.407, 6.499], [-2.424, 2.387, 6.028], [0.937, 3.895, 4.404], [1.830, 2.549, 3.699], [1.866, 2.817, 5.443], [-0.851, -0.318, 5.961], [0.246, 0.722, 6.873], [0.860, -0.249, 5.535], [-1.371, 7.203, -1.054], [-0.807, 5.620, -1.579], [0.357, 6.909, -1.309], [-2.509, 7.083, 1.581], [-1.101, 8.045, 2.024], [-1.542, 6.636, 2.982], [2.064, 5.534, 0.864], [1.495, 5.861, 2.493], [1.705, 7.191, 1.352]],
  "forces_ev_per_a": [[0.76, -0.06, 0.56], [0.09, 0.01, 0.15], [-0.17, -0.01, -0.51], [-0.33, -0.32, 0.02], [-0.11, 0.29, -0.01], [-0.26, -0.04, 0.54], [-0.02, -0.06, -0.05], [0.05, 0.07, -0.10], [0.03, -0.09, 0.06], [-0.01, -0.02, 0.01], [0.04, 0.00, 0.00], [-0.03, -0.04, 0.03], [-0.05, 0.03, -0.17], [-0.09, 0.01, 0.11], [0.05, 0.04, -0.05], [0.02, 0.01, 0.01], [0.04, 0.06, -0.02], [-0.13, -0.08, -0.05], [0.00, 0.01, 0.03], [-0.13, -0.04, 0.02], [0.08, -0.03, -0.07], [-0.02, -0.03, -0.01], [0.05, 0.01, -0.03], [0.00, 0.03, 0.02], [0.11, 0.05, 0.03], [0.12, 0.00, -0.06], [-0.01, -0.03, 0.07], [0.00, 0.05, -0.04], [0.01, -0.09, 0.08], [-0.17, 0.17, -0.05], [0.00, -0.02, -0.02], [0.03, -0.01, 0.00], [0.03, -0.03, 0.03], [-0.02, -0.02, 0.04], [-0.04, 0.01, 0.01], [-0.01, -0.02, 0.03], [0.05, 0.04, 0.04], [0.04, 0.03, -0.02], [0.02, 0.03, -0.08], [0.01, 0.04, 0.05], [-0.02, 0.00, 0.02], [0.00, -0.03, -0.01], [0.04, -0.01, -0.03], [0.02, 0.01, 0.01], [0.00, 0.05, 0.07], [-0.01, 0.02, -0.01], [0.03, -0.04, 0.01], [-0.01, -0.05, 0.06], [-0.05, 0.00, 0.03], [0.08, -0.06, 0.00], [-0.28, -0.09, 0.22], [0.28, 0.16, -0.28], [-0.11, -0.23, -0.01], [0.03, 0.00, -0.10], [-0.02, 0.02, 0.03], [0.00, 0.00, 0.06], [-0.06, 0.00, -0.04], [0.02, 0.05, 0.03], [-0.15, -0.03, -0.07], [0.04, -0.01, 0.03], [0.04, 0.04, 0.02], [-0.02, -0.01, 0.02], [0.04, 0.00, 0.01], [0.05, -0.02, 0.22], [0.00, 0.10, -0.22], [0.05, 0.08, 0.09], [0.09, -0.02, 0.02], [-0.12, 0.02, 0.01], [0.10, -0.03, 0.07], [-0.05, 0.08, -0.29], [0.13, 0.12, -0.04], [-0.01, 0.01, 0.00], [-0.05, 0.01, -0.07], [-0.03, 0.03, -0.02], [-0.01, 0.06, 0.05], [0.04, -0.02, -0.06], [-0.06, -0.03, -0.04], [0.01, 0.02, -0.05], [0.06, 0.04, -0.03], [0.08, 0.01, 0.02], [-0.01, 0.01, -0.11], [-0.02, 0.00, -0.03], [0.00, -0.03, -0.06], [0.04, -0.02, -0.04], [-0.02, -0.03, -0.05], [0.03, -0.10, -0.03], [0.03, -0.02, 0.05], [0.09, -0.02, 0.04], [-0.06, 0.12, -0.03], [-0.21, 0.03, -0.26], [0.03, -0.05, -0.03], [0.14, -0.03, -0.03], [0.00, -0.04, -0.05], [-0.02, 0.03, -0.10], [0.01, -0.12, 0.05], [-0.01, 0.00, 0.06], [0.07, -0.02, -0.07], [-0.10, 0.02, -0.03], [-0.15, 0.02, 0.00], [0.09, 0.09, -0.11], [0.02, 0.00, 0.12], [-0.12, -0.03, 0.03], [0.04, -0.05, -0.03], [-0.01, 0.05, -0.02], [-0.10, -0.04, 0.04], [0.05, 0.04, 0.09], [0.04, -0.09, -0.08], [-0.01, 0.13, -0.10], [0.05, 0.06, 0.15], [-0.15, -0.13, 0.06], [0.00, 0.11, -0.03], [-0.03, -0.06, 0.00], [0.05, 0.01, 0.12], [-0.11, -0.06, -0.01], [0.03, -0.02, 0.11], [0.08, 0.01, -0.03], [-0.05, 0.04, -0.01], [-0.01, -0.07, -0.04], [0.06, 0.05, -0.03], [-0.12, 0.00, -0.06], [0.02, 0.09, 0.00], [0.01, -0.05, 0.13], [0.08, -0.07, -0.07], [0.00, -0.03, 0.12], [0.04, 0.08, -0.01]],
  "lowdin_charge": [0.05, 0.37, 0.49, -0.70, 0.95, 0.00, -0.37, -0.10, -0.08, -0.09, -0.09, -0.12, -0.39, -0.12, -0.08, -0.09, -0.10, -0.13, -0.35, -0.10, -0.08, -0.09, -0.07, -0.09, -0.34, -0.08, -0.09, -0.09, -0.07, -0.11, 0.10, 0.10, 0.10, 0.11, 0.09, 0.11, 0.10, 0.10, 0.10, 0.08, 0.11, 0.10, 0.10, 0.10, 0.07, 0.11, 0.11, 0.10, 0.11, 0.05, -0.11, 1.01, -0.34, -0.10, -0.07, -0.07, -0.08, -0.16, -0.36, -0.09, -0.08, -0.08, -0.09, -0.12, -0.40, 0.00, -0.05, -0.05, -0.15, -0.04, 0.11, 0.09, 0.10, 0.10, 0.10, 0.01, 0.10, 0.10, 0.10, 0.09, 0.08, 0.11, 0.11, 0.11, 0.09, -0.22, 0.27, -0.23, -0.23, 0.69, 0.27, -0.24, -0.24, -0.21, 0.64, -0.22, -0.24, -0.23, 0.03, 0.01, 0.01, 0.03, -0.01, 0.01, 0.03, 0.01, 0.01, 0.01, 0.03, 0.02, 0.02, -0.02, 0.03, 0.03, 0.03, -0.01, 0.02, 0.00, 0.03, 0.00, 0.03, 0.01, 0.00, 0.01, 0.03]
}